P) Density functional theory data (ωB97M-V/def2-TZVPD) for the ion C4H7N2 with charge +1.

Calculated values
- Molar mass: 83.114 Da
- ⟨S²⟩: 2.0094
- HOMO level (alpha / beta): -0.4869 / -0.6085 hartree
- Gap between HOMO and LUMO (alpha / beta): 0.34043 / 0.29725 Eh
- 2S+1: 3
- E_LUMO (alpha / beta): -3.985 / -8.471 eV
- Charge: +1

Element x y z (Å)
C1 -0.3683 -0.8155 -1.3290
C2 0.6457 -0.1483 -0.7938
C3 -1.3450 -0.9626 -0.3681
C4 1.0026 1.2019 1.2400
N1 -0.9192 -0.1768 0.7745
N2 0.3121 0.3327 0.3905
H1 -0.4785 -1.0328 -2.3659
H2 1.4146 0.2292 -1.3059
H3 -2.3770 -1.0481 -0.6863
H4 -1.2882 -1.9513 0.0478
H5 1.9991 0.8180 1.4445
H6 0.3028 1.3741 2.1144
H7 1.0994 2.1795 0.8373

The net atomic charges from Löwdin, expressed in e, are: number 1, C, carries 0.058; number 2, C, carries 0.048; number 3, C, carries -0.162; number 4, C, carries 0.013; number 5, N, carries 0.220; number 6, N, carries -0.125; number 7, H, carries 0.153; number 8, H, carries 0.132; number 9, H, carries 0.155; number 10, H, carries 0.151; number 11, H, carries 0.119; number 12, H, carries 0.139; number 13, H, carries 0.100

Q) Density functional theory data (ωB97M-V/def2-TZVPD) for the ion C4H7N2 with charge +1.

Calculated values
- Molar mass: 83.114 Da
- ⟨S²⟩: 2.0355
- HOMO level (alpha / beta): -0.4239 / -0.5918 hartree
- Gap between HOMO and LUMO (alpha / beta): 0.25840 / 0.35874 Eh
- 2S+1: 3
- E_LUMO (alpha / beta): -4.504 / -6.341 eV
- Charge: +1

Element x y z (Å)
C1 -1.2135 -0.2485 -1.4230
C2 -0.7947 -1.9628 -0.7378
C3 0.8308 -1.1884 1.0736
C4 0.1742 1.4585 -0.1799
N1 -0.4143 0.1457 -0.4654
N2 -0.0155 -1.1662 0.1023
H1 -1.8706 0.2144 -2.1568
H2 -0.2788 -2.7824 -1.2616
H3 0.9675 -0.2549 1.6441
H4 1.4615 -1.9628 1.4210
H5 0.4399 1.4831 0.9222
H6 1.0386 1.4155 -0.7965
H7 -0.5494 2.1727 -0.5181

The net atomic charges from Löwdin, expressed in e, are: number 1, C, carries 0.133; number 2, C, carries 0.232; number 3, C, carries 0.098; number 4, C, carries 0.052; number 5, N, carries -0.132; number 6, N, carries -0.125; number 7, H, carries 0.113; number 8, H, carries 0.113; number 9, H, carries 0.094; number 10, H, carries 0.093; number 11, H, carries 0.118; number 12, H, carries 0.103; number 13, H, carries 0.108

The data favor P); the next most stable structure lies 275.3 kJ/mol above it.

P) Density functional theory data (ωB97M-V/def2-TZVPD) for the molecule C5H7P.

Calculated values
- Molar mass: 98.085 Da
- HOMO level: -0.2983 hartree
- Gap between HOMO and LUMO: 0.30975 Eh
- 2S+1: 1
- E_LUMO: 0.310 eV
- Structure (SMILES): CC1=PCC=C1

Element x y z (Å)
C1 -0.7399 1.5834 1.1566
C2 -0.2971 0.2625 0.5686
P1 0.1130 -1.1347 1.4734
C3 0.8130 -1.9453 -0.0661
C4 0.5926 -1.0187 -1.2115
C5 0.1015 0.1886 -0.8117
H1 -1.7581 1.7522 0.7287
H2 -0.0124 2.3097 0.8119
H3 -0.8377 1.5373 2.1854
H4 0.3891 -2.9032 -0.1448
H5 1.8841 -2.2918 0.1489
H6 1.0969 -1.1663 -2.1188
H7 -0.2483 0.9343 -1.5015

The net atomic charges from Löwdin, expressed in e, are: number 1, C, carries -0.125; number 2, C, carries -0.595; number 3, P, carries 0.958; number 4, C, carries -0.453; number 5, C, carries -0.147; number 6, C, carries -0.159; number 7, H, carries 0.093; number 8, H, carries 0.078; number 9, H, carries 0.029; number 10, H, carries 0.037; number 11, H, carries 0.103; number 12, H, carries 0.079; number 13, H, carries 0.101

Q) Density functional theory data (ωB97M-V/def2-TZVPD) for the molecule C5H7P.

Calculated values
- Molar mass: 98.085 Da
- HOMO level: -0.3258 hartree
- Gap between HOMO and LUMO: 0.35646 Eh
- 2S+1: 1
- E_LUMO: 0.835 eV
- Structure (SMILES): C=C1C=C[C@@H]1P

Element x y z (Å)
C1 0.6484 -1.3813 1.2178
C2 0.4097 -0.1831 0.7241
C3 0.4857 1.3012 0.8185
C4 0.2849 1.6047 -0.4537
C5 -0.0168 0.1892 -1.0113
P1 -1.5811 -0.5268 -1.6936
H1 0.3270 -2.1569 0.4967
H2 1.1846 -1.5032 2.1054
H3 0.9539 1.9220 1.5336
H4 -0.0157 2.6121 -0.7736
H5 0.9113 -0.1725 -1.5515
H6 -2.2129 0.0103 -0.5286
H7 -1.3790 -1.7154 -0.8837

The net atomic charges from Löwdin, expressed in e, are: number 1, C, carries 0.023; number 2, C, carries -0.223; number 3, C, carries -0.095; number 4, C, carries -0.121; number 5, C, carries -0.521; number 6, P, carries 0.776; number 7, H, carries 0.058; number 8, H, carries 0.038; number 9, H, carries 0.082; number 10, H, carries 0.102; number 11, H, carries 0.088; number 12, H, carries -0.095; number 13, H, carries -0.113

The data favor P); the next most stable structure lies 264.7 kJ/mol above it.